Formula: C3H3N2S2
Source: the Open Molecules 2025 dataset
Level of theory: wB97M-V/def2-TZVPD

Largest force on an atom (eV/A): 4.79
Energy above the lowest of the compared OMol25 structures with the same formula, charge and spin (eV): 0.704
HOMO (spin up / spin down) (eV): -14.6 / -14.6
Gap between HOMO and LUMO (spin up / spin down) (eV): 7.93 / 7.93
Total charge: +1
LUMO (spin up / spin down) (eV): -6.690 / -6.690

Element x y z (Å)
C (1.54361, -1.03210, -0.84875)
C (-0.40345, 0.60281, -1.03067)
C (-0.82423, 0.10709, 0.23773)
N (1.89277, -1.98304, -0.28331)
N (-0.07690, 0.18225, 1.30334)
S (-1.60637, 1.68825, -1.42891)
S (1.09487, 0.34958, -1.79093)
H (-1.83782, -0.38911, 0.17419)
H (-0.55574, -0.10347, 2.14912)
H (0.77327, 0.57775, 1.51818)